Record 1
Here is a structure of composition C10H26AsCl2MnOSb in a non-equilibrium geometry from OMol25. Energies are from the ωB97M-V functional and the def2-TZVPD basis.

Cartesian coordinates (Å):
Mn -0.42 0.46 0.21
Cl -2.88 0.01 0.09
C -2.60 -1.73 0.28
Cl -0.86 -1.94 0.60
H -2.84 -2.25 -0.65
H -3.17 -2.10 1.12
C 1.84 3.34 -2.38
As 1.13 1.63 -2.89
C -0.26 1.80 -4.22
C 2.51 0.42 -3.46
O 0.42 0.97 -1.51
H 2.09 3.95 -3.25
H 2.73 3.18 -1.78
H 1.08 3.85 -1.78
H 0.14 2.28 -5.12
H -1.07 2.40 -3.81
H -0.62 0.80 -4.47
H 3.02 0.81 -4.33
H 2.05 -0.54 -3.69
H 3.21 0.30 -2.63
C 2.53 3.97 2.52
C 2.43 2.69 3.34
Sb 1.06 1.24 2.47
C 0.99 -0.32 3.98
C 0.71 0.20 5.39
C -0.81 2.30 2.90
C -1.29 3.18 1.74
H 3.23 4.65 3.00
H 1.57 4.47 2.44
H 2.91 3.78 1.51
H 2.00 2.89 4.32
H 3.39 2.20 3.46
H 1.95 -0.83 3.93
H 0.22 -1.02 3.65
H 1.51 0.85 5.75
H 0.64 -0.65 6.07
H -0.24 0.74 5.45
H -0.66 2.93 3.78
H -1.55 1.54 3.16
H -0.66 4.06 1.61
H -2.31 3.52 1.91
H -1.29 2.67 0.76

Spin multiplicity: 6
Charge: +2
E_LUMO (spin up / spin down): -6.099 / -6.512 eV
Frontier orbital gap (spin up / spin down): 0.3237 / 0.3176 Ha
HOMO energy (spin up / spin down): -14.9 / -15.2 eV

Löwdin atomic charge list, values in e, 2 entries: number 1, Mn, carries 0.470; number 2, Cl, carries 0.661

Record 2
Here is a cluster of 3 separate species, C10H26BN2O6 in total in a non-equilibrium geometry from OMol25. Energies are from the ωB97M-V functional and the def2-TZVPD basis.

Cartesian coordinates (Å):
O -1.73 -2.05 1.79
C -2.41 -1.18 1.01
O -2.06 -1.03 -0.43
C -3.62 -0.23 1.61
B -5.03 -1.05 1.33
O -5.14 -2.52 1.20
O -6.26 -0.22 1.15
H -3.67 0.76 0.97
H -3.47 0.07 2.74
H -5.86 -2.90 1.79
H -6.20 0.07 0.18
C -0.22 1.61 -0.64
C -0.29 3.08 -1.08
C 1.04 3.85 -0.91
O 1.36 4.19 0.45
C 1.86 3.11 1.22
N -1.39 3.74 -0.38
H -0.28 1.49 0.44
H -1.06 1.05 -1.07
H 0.71 1.14 -0.99
H -0.52 3.07 -2.16
H 0.95 4.81 -1.44
H 1.88 3.32 -1.38
H 2.50 2.44 0.64
H 1.03 2.56 1.67
H 2.45 3.53 2.05
H -1.51 4.68 -0.76
H -1.08 3.90 0.59
C 2.47 -3.94 -0.04
C 1.36 -2.90 -0.04
C 1.35 -1.98 -1.28
O 2.38 -0.99 -1.31
C 3.66 -1.49 -1.65
N 1.44 -2.12 1.21
H 3.45 -3.53 0.25
H 2.25 -4.74 0.68
H 2.58 -4.41 -1.02
H 0.41 -3.45 -0.03
H 0.41 -1.42 -1.28
H 1.36 -2.57 -2.21
H 3.61 -2.28 -2.41
H 4.18 -1.85 -0.76
H 4.26 -0.66 -2.05
H 0.63 -1.50 1.26
H 2.23 -1.47 1.10

Spin multiplicity: 1
Charge: -1
E_LUMO: 2.918 eV
Frontier orbital gap: 0.2671 Ha
HOMO energy: -4.3 eV

Löwdin atomic charge list, values in e, 2 entries: number 1, O, carries -0.160; number 2, C, carries -0.439

Record 3
Here is a cluster of 6 separate species, C10H26BN8O11 in total in a non-equilibrium geometry from OMol25. Energies are from the ωB97M-V functional and the def2-TZVPD basis.

Cartesian coordinates (Å):
C 2.24 0.80 -1.59
N 1.36 1.96 -1.94
C 2.13 3.21 -2.25
B 0.34 1.63 -2.97
O 0.68 1.23 -4.32
C -1.24 1.79 -2.51
C -1.88 0.52 -1.91
N -3.20 1.05 -1.59
C -3.34 2.45 -1.95
N -2.11 2.96 -2.54
H 3.09 1.20 -0.93
H 1.61 0.12 -0.89
H 2.65 0.22 -2.48
H 3.06 3.28 -1.60
H 2.32 3.32 -3.37
H 1.44 4.10 -1.96
H -0.14 1.19 -4.88
H -1.41 -0.50 -1.75
H -3.93 0.47 -1.13
H -4.27 3.08 -1.77
H -1.88 3.90 -2.87
C 0.80 -2.43 -4.63
N -0.53 -2.92 -5.05
O -0.60 -3.54 -6.09
O -1.47 -2.66 -4.31
H 1.54 -2.73 -5.37
H 0.75 -1.34 -4.56
H 1.03 -2.88 -3.66
C -2.87 -0.06 1.89
N -1.92 0.20 3.00
O -2.39 0.39 4.11
O -0.73 0.21 2.72
H -3.88 -0.03 2.28
H -2.72 0.72 1.15
H -2.64 -1.04 1.48
C -3.06 3.85 3.60
N -3.72 3.53 2.31
O -3.22 2.65 1.62
O -4.72 4.17 2.03
H -2.19 3.21 3.72
H -2.76 4.90 3.56
H -3.78 3.68 4.39
C 1.88 -0.85 4.92
N 2.67 -2.10 4.76
O 2.45 -3.01 5.53
O 3.48 -2.11 3.84
H 1.20 -0.97 5.76
H 2.58 -0.04 5.11
H 1.32 -0.69 4.00
C 3.78 -5.22 1.94
N 3.64 -5.08 0.47
O 2.53 -5.21 -0.01
O 4.66 -4.84 -0.16
H 2.80 -5.43 2.37
H 4.46 -6.04 2.13
H 4.17 -4.28 2.33

Spin multiplicity: 1
Charge: +1
E_LUMO: -3.872 eV
Frontier orbital gap: 0.2941 Ha
HOMO energy: -11.9 eV

Löwdin atomic charge list, values in e, 2 entries: number 1, C, carries -0.080; number 2, N, carries -0.176

Record 4
Here is a structure of composition C10H26F3MnN2O3 in a non-equilibrium geometry from OMol25. Energies are from the ωB97M-V functional and the def2-TZVPD basis.

Cartesian coordinates (Å):
Mn -2.55 -19.44 -19.23
F -3.74 -20.34 -20.79
F -1.34 -21.13 -19.78
F -4.01 -18.05 -18.67
C 1.87 -17.64 -20.14
O 0.68 -17.97 -19.44
C 0.78 -17.38 -18.05
C -0.55 -17.75 -17.41
N -0.99 -19.16 -17.51
C -1.87 -19.50 -16.30
C -2.76 -20.73 -16.62
O -3.65 -20.46 -17.75
C -4.86 -21.27 -17.62
H 1.61 -16.63 -20.46
H 2.12 -18.12 -21.09
H 2.72 -17.59 -19.45
H 1.01 -16.32 -17.95
H 1.62 -17.83 -17.53
H -1.34 -17.22 -17.95
H -0.52 -17.50 -16.35
H -0.27 -19.87 -17.57
H -2.44 -18.59 -16.12
H -1.19 -19.78 -15.49
H -3.27 -21.10 -15.73
H -2.07 -21.55 -16.83
H -5.53 -20.92 -18.39
H -5.16 -21.30 -16.57
H -4.78 -22.28 -18.02
C -3.35 -16.83 -22.01
C -2.00 -17.62 -21.86
C -0.84 -16.84 -22.54
O -0.56 -15.57 -22.04
C 0.46 -14.87 -22.82
N -1.67 -17.81 -20.45
H -3.24 -15.80 -21.67
H -4.18 -17.35 -21.52
H -3.59 -16.61 -23.05
H -2.06 -18.52 -22.46
H -1.03 -16.76 -23.61
H 0.05 -17.46 -22.47
H 1.31 -15.55 -22.90
H 0.79 -13.97 -22.31
H 0.16 -14.68 -23.85
H -1.85 -16.91 -20.02
H -0.67 -17.89 -20.38

Relative energy (zero: lowest compared OMol25 entry of this formula, charge and spin): 0.0 kcal per mole
Spin multiplicity: 7
Charge: -2
E_LUMO (spin up / spin down): 4.927 / 4.866 eV
Frontier orbital gap (spin up / spin down): 0.0750 / 0.2634 Ha
HOMO energy (spin up / spin down): 2.9 / -2.3 eV

Löwdin atomic charge list, values in e, 2 entries: number 1, Mn, carries 0.774; number 2, F, carries -0.643

Record 5
Here is a structure of composition C10H26F6N3O6P3S2Ti from OMol25. Energies are from the ωB97M-V functional and the def2-TZVPD basis.

Cartesian coordinates (Å):
Ti -0.07 0.27 0.19
F 4.60 -1.06 -2.33
C 3.82 -0.20 -1.76
F 2.98 0.35 -2.61
F 4.48 0.72 -1.09
S 2.78 -1.12 -0.49
O 1.79 -0.02 0.00
O 3.56 -1.63 0.57
N 1.95 -2.12 -1.36
S 0.46 -2.38 -1.03
O -0.34 -1.09 -1.23
O 0.17 -2.89 0.29
C -0.14 -3.56 -2.38
F 0.14 -3.01 -3.53
F 0.47 -4.69 -2.19
F -1.44 -3.65 -2.19
C 1.09 3.15 2.13
P 0.51 2.75 0.47
C 1.82 3.19 -0.69
C -0.95 3.75 0.06
C -1.45 3.34 -1.33
P -1.59 1.52 -1.47
C -1.28 1.07 -3.18
C -3.28 1.04 -1.06
H 1.38 4.21 2.14
H 1.96 2.55 2.38
H 0.30 3.00 2.87
H 1.96 4.27 -0.66
H 1.60 2.88 -1.71
H 2.75 2.72 -0.37
H -0.69 4.81 0.09
H -1.72 3.59 0.83
H -0.77 3.68 -2.11
H -2.43 3.78 -1.55
H -1.92 1.68 -3.82
H -1.52 0.02 -3.35
H -0.24 1.25 -3.46
H -3.95 1.45 -1.81
H -3.57 1.43 -0.08
H -3.38 -0.05 -1.07
N -3.61 -0.84 4.56
C -2.29 -0.27 4.10
P -1.64 -1.28 2.70
O -0.90 -0.24 1.77
O -2.78 -2.04 2.15
C -0.38 -2.49 3.32
N -0.72 -3.86 2.80
H -3.51 -1.54 5.30
H -4.09 -1.29 3.77
H -4.22 -0.11 4.94
H -1.62 -0.19 4.95
H -2.48 0.74 3.72
H -0.41 -2.52 4.41
H 0.63 -2.24 3.02
H -1.74 -4.00 2.76
H -0.30 -4.59 3.38
H -0.38 -3.97 1.84

Relative energy (zero: lowest compared OMol25 entry of this formula, charge and spin): 2.0 kcal per mole
Spin multiplicity: 1
Charge: +4
E_LUMO: -13.322 eV
Frontier orbital gap: 0.3105 Ha
HOMO energy: -21.8 eV

Löwdin atomic charge list, values in e, 2 entries: number 1, Ti, carries 0.915; number 2, F, carries 0.257

Record 6
Here is a cluster of 4 separate species, C10H26N2O6 in total in a non-equilibrium geometry from OMol25. Energies are from the ωB97M-V functional and the def2-TZVPD basis.

Cartesian coordinates (Å):
C -1.30 0.17 -1.55
N -1.07 1.57 -1.14
O -1.92 2.16 -0.54
O -0.10 2.11 -1.71
H -0.40 -0.40 -1.75
H -1.97 0.22 -2.40
H -1.78 -0.29 -0.68
C -5.46 -3.35 -4.78
N -5.92 -3.08 -3.39
O -6.09 -4.03 -2.61
O -6.14 -1.92 -2.99
H -4.58 -3.99 -4.76
H -5.25 -2.33 -5.11
H -6.37 -3.76 -5.22
C 1.82 -0.24 -6.84
C 3.08 -1.06 -6.69
O 3.11 -1.79 -5.46
C 4.37 -2.31 -5.20
C 4.11 -3.42 -4.18
H 1.89 0.51 -7.63
H 0.87 -0.77 -6.94
H 1.70 0.21 -5.86
H 3.19 -1.71 -7.56
H 3.90 -0.33 -6.68
H 4.94 -2.70 -6.05
H 4.94 -1.51 -4.71
H 5.01 -3.84 -3.74
H 3.48 -4.24 -4.54
H 3.51 -3.05 -3.36
C -1.27 2.20 6.34
C -0.49 2.93 7.48
O -0.15 2.04 8.52
C 0.11 2.62 9.71
C 1.26 3.67 9.62
H -2.02 1.66 6.91
H -1.75 2.89 5.64
H -0.70 1.37 5.93
H 0.38 3.29 6.95
H -1.08 3.79 7.79
H -0.78 3.20 9.95
H 0.34 1.86 10.47
H 1.10 4.47 8.90
H 2.07 3.03 9.26
H 1.43 4.16 10.58

Spin multiplicity: 1
E_LUMO: -0.148 eV
Frontier orbital gap: 0.3414 Ha
HOMO energy: -9.4 eV

Löwdin atomic charge list, values in e, 2 entries: number 1, C, carries 0.032; number 2, N, carries -0.452

Repeat the sixth record exactly.
Here is a cluster of 4 separate species, C10H26N2O6 in total in a non-equilibrium geometry from OMol25. Energies are from the ωB97M-V functional and the def2-TZVPD basis.

Cartesian coordinates (Å):
C -1.30 0.17 -1.55
N -1.07 1.57 -1.14
O -1.92 2.16 -0.54
O -0.10 2.11 -1.71
H -0.40 -0.40 -1.75
H -1.97 0.22 -2.40
H -1.78 -0.29 -0.68
C -5.46 -3.35 -4.78
N -5.92 -3.08 -3.39
O -6.09 -4.03 -2.61
O -6.14 -1.92 -2.99
H -4.58 -3.99 -4.76
H -5.25 -2.33 -5.11
H -6.37 -3.76 -5.22
C 1.82 -0.24 -6.84
C 3.08 -1.06 -6.69
O 3.11 -1.79 -5.46
C 4.37 -2.31 -5.20
C 4.11 -3.42 -4.18
H 1.89 0.51 -7.63
H 0.87 -0.77 -6.94
H 1.70 0.21 -5.86
H 3.19 -1.71 -7.56
H 3.90 -0.33 -6.68
H 4.94 -2.70 -6.05
H 4.94 -1.51 -4.71
H 5.01 -3.84 -3.74
H 3.48 -4.24 -4.54
H 3.51 -3.05 -3.36
C -1.27 2.20 6.34
C -0.49 2.93 7.48
O -0.15 2.04 8.52
C 0.11 2.62 9.71
C 1.26 3.67 9.62
H -2.02 1.66 6.91
H -1.75 2.89 5.64
H -0.70 1.37 5.93
H 0.38 3.29 6.95
H -1.08 3.79 7.79
H -0.78 3.20 9.95
H 0.34 1.86 10.47
H 1.10 4.47 8.90
H 2.07 3.03 9.26
H 1.43 4.16 10.58

Spin multiplicity: 1
E_LUMO: -0.148 eV
Frontier orbital gap: 0.3414 Ha
HOMO energy: -9.4 eV

Löwdin atomic charge list, values in e, 2 entries: number 1, C, carries 0.032; number 2, N, carries -0.452